(1)
62
Properties=species:S:1:pos:R:3:forces:R:3:nbo_charge:R:1 method="wB97M-V/def2-TZVPD" multiplicity=1 gap_ev=9.7739 lumo_ev=0.51 e_homo_ev=-9.27 smiles="COC[C@@H]1CN(C(=O)[C@H]2CCC23CCC3)CCN1C(=O)Cc1nncn1C(C)C"
C 1.184536 1.108766 -6.210109 0.0 0.0 0.0 -0.241
O 0.022216 0.516420 -5.674091 0.0 0.0 0.0 -0.552
C -1.043849 1.426096 -5.557324 0.0 0.0 0.0 -0.072
C -2.225350 0.674964 -4.954151 0.0 0.0 0.0 -0.079
C -3.396013 1.616683 -4.694806 0.0 0.0 0.0 -0.223
N -3.093141 2.518505 -3.598657 0.0 0.0 0.0 -0.451
C -2.854126 3.841954 -3.853037 0.0 0.0 0.0 0.700
O -3.052412 4.313469 -4.961233 0.0 0.0 0.0 -0.637
C -2.346644 4.678517 -2.699158 0.0 0.0 0.0 -0.317
C -0.923564 4.452276 -2.125235 0.0 0.0 0.0 -0.393
C -0.888432 5.961036 -1.810839 0.0 0.0 0.0 -0.390
C -1.967292 6.168484 -2.887981 0.0 0.0 0.0 0.004
C -1.504394 6.673641 -4.276994 0.0 0.0 0.0 -0.406
C -2.833807 7.447474 -4.403375 0.0 0.0 0.0 -0.395
C -3.044621 7.265211 -2.882024 0.0 0.0 0.0 -0.408
C -2.771115 1.810456 -2.375112 0.0 0.0 0.0 -0.212
C -1.581555 0.887199 -2.583749 0.0 0.0 0.0 -0.238
N -1.848859 -0.014281 -3.706370 0.2 0.1 -0.2 -0.477
C -1.032165 -1.132625 -3.738112 -0.3 -0.2 0.3 0.733
O -0.195126 -1.325816 -2.879806 0.0 0.0 0.0 -0.613
C -1.311252 -2.267296 -4.726217 0.2 0.3 -0.4 -0.566
C -2.581601 -2.274763 -5.496371 -0.1 -0.1 0.2 0.340
N -2.688078 -2.165509 -6.793933 0.0 0.0 0.0 -0.298
N -4.024933 -2.187474 -7.103389 0.0 0.0 0.0 -0.284
C -4.675487 -2.317907 -5.983306 0.0 0.0 0.0 0.136
N -3.817597 -2.373380 -4.926382 0.0 0.0 0.0 -0.375
C -4.124511 -2.643312 -3.519122 0.0 0.0 0.0 -0.033
C -4.311000 -4.139078 -3.298953 0.0 0.0 0.0 -0.612
C -5.332272 -1.837850 -3.066706 0.0 0.0 0.0 -0.612
H 1.957265 0.344304 -6.238026 0.0 0.0 0.0 0.198
H 1.006246 1.480185 -7.224789 0.0 0.0 0.0 0.171
H 1.525497 1.941762 -5.584467 0.0 0.0 0.0 0.166
H -0.748713 2.282973 -4.935714 0.0 0.0 0.0 0.164
H -1.338802 1.818938 -6.538572 0.0 0.0 0.0 0.187
H -2.541497 -0.062950 -5.684745 0.0 0.0 0.0 0.247
H -3.611928 2.208087 -5.580734 0.0 0.0 0.0 0.257
H -4.283054 1.029595 -4.440207 0.0 0.0 0.0 0.197
H -3.070430 4.621637 -1.878270 0.0 0.0 0.0 0.219
H -0.797968 3.751031 -1.301132 0.0 0.0 0.0 0.202
H -0.221067 4.196511 -2.920747 0.0 0.0 0.0 0.207
H -1.272359 6.163354 -0.808543 0.0 0.0 0.0 0.201
H 0.052883 6.491527 -1.951541 0.0 0.0 0.0 0.206
H -0.654228 7.348776 -4.153213 0.0 0.0 0.0 0.195
H -1.281511 5.939075 -5.045446 0.0 0.0 0.0 0.226
H -2.782763 8.468470 -4.778305 0.0 0.0 0.0 0.198
H -3.559083 6.880913 -4.982816 0.0 0.0 0.0 0.222
H -4.038764 6.971506 -2.540906 0.0 0.0 0.0 0.202
H -2.719819 8.136656 -2.309704 0.0 0.0 0.0 0.204
H -2.567573 2.506864 -1.568132 0.0 0.0 0.0 0.223
H -3.643160 1.213019 -2.086164 0.0 0.0 0.0 0.193
H -0.670511 1.471413 -2.755220 0.0 0.0 0.0 0.193
H -1.408706 0.280670 -1.697700 0.0 0.0 0.0 0.237
H -0.498702 -2.265328 -5.453127 0.0 0.0 0.0 0.283
H -1.201800 -3.175455 -4.131679 0.0 0.0 0.0 0.251
H -5.747043 -2.374274 -5.890560 0.0 0.0 0.0 0.206
H -3.255436 -2.300933 -2.956337 0.0 0.0 0.0 0.217
H -4.473516 -4.347888 -2.241346 0.0 0.0 0.0 0.219
H -5.174819 -4.502676 -3.858456 0.0 0.0 0.0 0.211
H -3.432964 -4.694689 -3.628717 0.0 0.0 0.0 0.220
H -5.491081 -1.986528 -1.998824 0.0 0.0 0.0 0.223
H -5.181701 -0.773981 -3.249196 0.0 0.0 0.0 0.216
H -6.239547 -2.155360 -3.582985 0.0 0.0 0.0 0.209

=====

(2)
9
Properties=species:S:1:pos:R:3:forces:R:3:nbo_charge:R:1 method="wB97M-V/def2-TZVPD" multiplicity=1 total_charge=+1 gap_ev="7.0285 / 6.8115" lumo_ev="-6.65 / -7.19" e_homo_ev="-13.68 / -14.00"
C -0.742852 0.363495 -0.728929 -2.9 1.4 0.9 -0.111
C 0.182551 -0.093842 0.227373 0.2 -1.1 -0.1 -0.361
N -0.817776 0.012535 -1.964319 0.2 -0.3 -0.3 0.332
N -1.207291 -1.670548 1.118634 0.2 -0.4 0.0 0.354
O -0.998066 -0.323793 -3.059711 0.3 0.2 0.6 -0.014
O -0.833774 -2.720746 1.019128 -0.1 0.5 0.0 -0.045
H -1.748948 0.960398 -0.494389 2.3 -0.8 -0.2 0.311
H 0.875766 -0.814578 -0.271732 0.0 0.8 1.1 0.242
H 0.340988 0.337402 1.270025 -0.2 -0.4 -2.0 0.291

=====

(3)
13
Properties=species:S:1:pos:R:3:forces:R:3:nbo_charge:R:1 method="wB97M-V/def2-TZVPD" multiplicity=1 gap_ev=8.5442 lumo_ev=-0.09 e_homo_ev=-8.64 smiles="[H]/N=C(/NN)NC=S"
C -0.311564 0.118318 -0.471206 -0.9 0.2 2.5 0.551
C 2.177867 0.042720 0.022887 -1.2 0.2 1.0 -0.048
H -2.621517 0.461649 1.358811 1.0 -0.7 -0.1 0.346
H -2.179203 -0.819635 0.457950 0.2 0.3 0.9 0.379
H 0.069868 0.468768 1.483871 0.2 -0.4 0.8 0.399
H -0.933387 -0.304722 -2.255095 -0.4 0.0 1.3 0.341
H 1.215329 0.000766 -1.756560 0.1 0.0 0.2 0.404
H 2.995293 -0.203709 -0.621893 0.8 0.0 -0.1 0.194
N -1.873698 -0.270988 1.293754 -1.1 0.5 -0.7 -0.639
N -0.681679 0.342036 0.843673 0.5 0.2 -1.3 -0.469
N -1.251376 -0.178921 -1.262169 0.3 -0.3 -2.9 -0.771
N 1.062153 0.140952 -0.764439 0.4 0.1 -0.3 -0.593
S 2.331915 0.202764 1.670417 0.1 -0.1 -1.4 -0.094

=====

(4)
74
Properties=species:S:1:pos:R:3:forces:R:3:lowdin_charge:R:1 method="wB97M-V/def2-TZVPD" multiplicity=1 total_charge=+1 gap_ev="6.8806 / 6.9497" lumo_ev="-3.90 / -3.85" e_homo_ev="-10.78 / -10.80"
Co -0.524989 -0.295107 -0.130153 0.1 -0.1 0.1 0.060
C -1.540029 -1.588017 1.106326 -0.2 0.1 -0.1 -0.078
C -0.531453 -2.301371 0.398699 0.0 0.0 0.0 -0.121
C -0.852839 -2.182031 -1.019634 -0.1 0.0 0.0 -0.145
C -1.995500 -1.334457 -1.096264 0.1 -0.1 0.0 -0.060
C -2.446468 -0.971869 0.204123 0.2 -0.1 0.0 -0.216
C -3.670066 -0.149816 0.518723 0.0 0.0 0.0 -0.546
C -3.628505 1.175020 -0.247458 0.0 0.1 0.0 -0.031
C -4.882777 -0.976251 0.059079 0.0 0.0 0.0 -0.022
C -3.781816 0.123993 2.017732 0.0 0.0 0.0 -0.041
C -0.357283 -2.916204 -2.268523 0.0 0.0 0.0 -0.517
C 1.161255 -3.011216 -2.422501 0.0 0.0 0.0 -0.038
C -0.909863 -2.265018 -3.546127 0.0 0.0 0.0 -0.063
C -0.980449 -4.324329 -2.198203 0.0 0.0 0.0 -0.017
C 0.619372 -2.971013 1.154142 0.0 0.0 0.0 -0.508
C 0.400914 -2.835685 2.667947 0.0 0.0 0.0 -0.053
C 1.959983 -2.290556 0.839739 0.0 0.0 0.0 -0.028
C 0.677790 -4.474101 0.849376 0.0 0.0 0.0 -0.031
H -1.562372 -1.471870 2.175968 0.0 0.0 0.0 0.111
H -2.441558 -0.996808 -2.015939 0.0 0.0 0.0 0.128
H -3.550051 1.022658 -1.325792 0.0 0.0 0.0 0.087
H -2.779710 1.780235 0.076188 0.0 0.0 0.0 0.070
H -4.544209 1.736585 -0.057224 0.0 0.0 0.0 0.096
H -4.856734 -1.162240 -1.015587 0.0 0.0 0.0 0.089
H -5.801979 -0.434949 0.286011 0.0 0.0 0.0 0.095
H -4.920019 -1.938775 0.572107 0.0 0.0 0.0 0.097
H -2.922178 0.683985 2.388514 0.0 0.0 0.0 0.054
H -3.867604 -0.802479 2.588805 0.0 0.0 0.0 0.095
H -4.680284 0.711296 2.210536 0.0 0.0 0.0 0.096
H 1.616269 -2.020556 -2.451475 0.0 0.0 0.0 0.068
H 1.381946 -3.512775 -3.365599 0.0 0.0 0.0 0.096
H 1.634845 -3.588523 -1.635008 0.0 0.0 0.0 0.062
H -0.605557 -1.225356 -3.658142 0.0 0.0 0.0 0.042
H -1.997944 -2.324116 -3.595999 0.0 0.0 0.0 0.087
H -0.523899 -2.817148 -4.403080 0.0 0.0 0.0 0.096
H -0.646222 -4.893792 -1.335343 0.0 0.0 0.0 0.063
H -0.706177 -4.877454 -3.097813 0.0 0.0 0.0 0.099
H -2.069673 -4.261032 -2.161445 0.0 0.0 0.0 0.098
H 0.389219 -1.792097 2.986320 0.0 0.0 0.0 0.068
H 1.232701 -3.320688 3.178499 0.0 0.0 0.0 0.097
H -0.518283 -3.324782 2.996723 0.0 0.0 0.0 0.098
H 1.983138 -1.286396 1.261783 0.0 0.0 0.0 0.056
H 2.163456 -2.205892 -0.223533 0.0 0.0 0.0 0.065
H 2.767063 -2.866060 1.296707 0.0 0.0 0.0 0.102
H -0.288220 -4.952074 1.023620 0.0 0.0 0.0 0.099
H 1.403510 -4.935485 1.519712 0.0 0.0 0.0 0.096
H 0.992244 -4.689939 -0.166932 0.0 0.0 0.0 0.059
C -0.804753 3.506544 3.174092 0.0 0.0 0.0 -0.023
N 0.442559 3.389919 2.435027 0.0 0.0 0.0 -0.118
C 1.462554 4.314649 2.437023 0.0 0.0 0.0 -0.021
C 2.448622 3.798026 1.671731 0.1 0.0 0.0 -0.039
N 2.049208 2.560962 1.219661 0.0 0.0 -0.1 0.018
B 2.837865 1.747367 0.132856 0.0 -0.1 0.1 -0.399
N 2.360964 2.350354 -1.230124 -0.1 0.1 0.0 0.016
C 2.892970 3.496539 -1.775311 0.1 0.0 0.0 -0.038
C 2.148491 3.847535 -2.846671 0.0 0.0 0.0 -0.021
N 1.139936 2.916813 -2.942108 0.0 0.0 0.0 -0.119
C 0.123542 2.879473 -3.982353 0.0 0.0 0.0 -0.023
C 1.289767 2.012848 -1.949029 0.0 0.0 -0.1 -0.589
S 0.316466 0.574728 -1.942693 0.0 0.1 0.0 0.874
C 0.823789 2.328840 1.689462 -0.1 0.0 0.1 -0.593
S -0.148488 0.891051 1.684266 0.0 0.0 -0.1 0.865
H -0.897633 4.531482 3.522085 0.0 0.0 0.0 0.097
H -0.807119 2.829652 4.026699 0.0 0.0 0.0 0.097
H -1.641709 3.262804 2.523981 0.0 0.0 0.0 0.079
H 1.393426 5.238221 2.982593 0.0 0.0 0.0 0.129
H 3.415010 4.196975 1.422315 0.0 0.0 0.0 0.127
H 2.564582 0.588892 0.193609 0.0 0.0 0.0 0.052
H 4.003286 2.004317 0.257834 0.0 0.0 0.0 0.082
H 3.771298 3.954494 -1.358155 0.0 0.0 0.0 0.127
H 2.240712 4.659763 -3.544573 0.0 0.0 0.0 0.129
H 0.136548 3.832933 -4.502839 0.0 0.0 0.0 0.097
H -0.853834 2.719238 -3.534804 0.0 0.0 0.0 0.082
H 0.330391 2.076089 -4.687227 0.0 0.0 0.0 0.097

=====

One value per record, in order, for energy relative to the best compared isomer or geometry (same formula, charge and spin): 27.48 753.25 129.30 0.00 kJ/mol.
One value per record, in order, for E: -1319.47825 -337.45129 -696.97682 -3400.12523 a.u..